Below is a cluster of 2 separate species, C16H33BN2O5 in total at a distorted geometry, with properties calculated with ωB97M-V with the def2-TZVPD basis set.

Lowest unoccupied orbital energy: 3.9 eV
HOMO energy: 1.4 eV
E_tot: -31017.419 eV

ORCA input file:
```
! wB97M-V def2-TZVPD RIJCOSX def2/J DEFGRID3
* xyz -2 1
O -3.408 -0.750 -2.224
O 2.921 0.595 3.650
O -2.561 -6.234 0.652
O -2.829 0.161 -4.210
O -1.015 -2.931 1.226
N 0.932 0.729 2.536
N 3.451 2.960 -1.004
C -2.666 -1.411 -1.137
C 1.823 0.077 -1.753
C -1.532 0.739 -2.256
C 0.999 -0.601 1.948
C 1.281 2.057 4.577
C -1.198 -4.286 1.379
C 0.230 2.392 -1.893
C -2.641 0.033 -3.006
C 2.900 2.506 -2.311
C 1.085 -0.669 -0.613
C 0.098 1.728 1.919
C -2.349 -4.902 0.504
C 1.885 -0.759 0.704
C 1.799 1.071 3.536
C -0.747 1.819 -2.979
C -2.832 -0.708 0.186
B 1.614 1.634 -1.961
H 3.279 2.267 -0.285
H -0.302 -4.910 1.130
H -2.503 -1.373 0.984
H 0.390 3.454 -2.095
H 2.579 3.388 -2.863
H -0.431 2.341 2.646
H 0.101 -0.265 -0.397
H 2.677 -0.009 0.686
H -2.217 0.190 0.279
H 1.649 1.757 5.549
H 1.636 3.053 4.327
H -0.133 1.335 -3.737
H -0.671 1.230 1.333
H 0.197 2.031 4.601
H 0.642 2.379 1.230
H 2.894 -0.079 -1.603
H 3.644 1.967 -2.895
H 1.306 -1.304 2.713
H -3.868 -0.420 0.368
H -0.817 -0.033 -2.007
H 0.910 -1.691 -0.942
H -3.248 -4.251 0.738
H -0.277 2.304 -0.934
H 2.984 3.812 -0.733
H -0.012 -0.902 1.675
H -1.953 1.172 -1.357
H 2.317 -1.751 0.779
H -1.367 2.592 -3.418
H -1.619 -1.540 -1.382
H -1.444 -4.608 2.423
H -2.089 -4.580 -0.551
H -3.053 -2.420 -1.023
H 1.558 -0.388 -2.708
*
```

Löwdin population analysis, charges in e, atoms 1 to 5: 0.00, 0.04, -0.45, 0.07, -0.38

Below is a structure of composition C16H33BN2OP2V at a distorted geometry, with properties calculated with ωB97M-V with the def2-TZVPD basis set.

Lowest unoccupied orbital energy (alpha / beta): -1.1 / 0.0 eV
HOMO energy (alpha / beta): -7.7 / -8.1 eV
E_tot: -67094.557 eV

ORCA input file:
```
! wB97M-V def2-TZVPD RIJCOSX def2/J DEFGRID3
* xyz 0 2
V 0.001 0.053 -0.152
P 2.521 -0.133 -0.288
P -2.524 0.122 0.092
O 0.030 -1.671 0.984
N 0.011 0.161 2.017
N -0.041 1.061 -1.561
C 0.132 -3.929 1.122
C 0.015 0.043 3.117
C 0.000 3.288 -2.511
C -0.004 1.324 -3.991
C -0.019 1.835 -2.619
C -3.187 1.611 -0.733
C -3.146 0.241 1.805
C 3.238 -1.599 -1.111
C 0.029 4.108 -3.622
C 0.041 3.562 -4.917
C 3.414 -0.075 1.301
C -0.454 -2.578 3.169
C 0.024 2.165 -5.083
C 0.360 -2.649 1.941
C 3.213 1.269 -1.238
C -3.511 -1.240 -0.615
B 0.012 0.035 4.667
H 3.274 0.908 1.767
H -0.010 3.680 -1.491
H 4.492 -0.252 1.150
H -4.592 -1.048 -0.508
H 0.034 1.741 -6.089
H -1.408 -3.082 3.071
H -2.653 2.498 -0.372
H 4.309 1.279 -1.167
H 0.405 1.078 5.115
H -0.017 0.237 -4.089
H -3.020 1.531 -1.813
H 1.426 -2.536 2.150
H -1.126 -0.149 5.171
H 2.913 1.182 -2.289
H 3.018 -0.837 1.985
H -3.266 -2.182 -0.106
H 0.064 4.221 -5.792
H 0.752 -0.855 5.164
H 2.862 -1.669 -2.140
H -0.558 -3.771 0.293
H 0.042 5.190 -3.488
H 1.076 -4.311 0.736
H -4.262 1.717 -0.532
H -2.784 -0.613 2.395
H 4.340 -1.547 -1.136
H 2.939 -2.510 -0.577
H -3.273 -1.357 -1.679
H 0.103 -2.960 4.014
H 2.808 2.211 -0.847
H -4.247 0.247 1.821
H -0.733 -1.529 3.436
H -2.774 1.160 2.275
H -0.293 -4.676 1.795
*
```

Löwdin population analysis, charges in e, atoms 1 to 5: 0.67, 0.79, 0.79, -0.42, 0.04

Below is a structure of composition C16H33ClP2Pt at a distorted geometry, with properties calculated with ωB97M-V with the def2-TZVPD basis set.

Energy relative to the best compared isomer or geometry (same formula, charge and spin): 0.000 eV
Lowest unoccupied orbital energy (alpha / beta): 0.2 / -1.0 eV
HOMO energy (alpha / beta): -2.9 / -7.1 eV
E_tot: -51466.730 eV

ORCA input file:
```
! wB97M-V def2-TZVPD RIJCOSX def2/J DEFGRID3
* xyz 0 3
Pt 0.030 -0.004 -0.963
Cl -1.803 1.747 0.922
P 0.170 2.112 -5.190
P -0.253 -1.801 -5.364
C 0.746 -1.144 -2.796
C -1.450 2.841 -5.520
C -1.748 -1.043 -3.144
C 1.396 -2.400 -5.776
C 1.382 3.338 -5.742
C 0.214 -1.404 0.473
C 1.763 1.234 -3.064
C -1.634 0.445 -3.524
C -0.122 1.411 0.492
C -0.483 -0.428 -6.594
C -0.456 -1.767 -3.597
C 0.460 1.994 -3.423
C -1.405 -3.087 -5.907
C 0.420 0.837 -6.517
C -0.728 1.308 -2.681
C 1.630 -0.210 -3.578
H 1.318 -1.961 -2.330
H 1.139 -0.124 -4.559
H 0.330 2.353 0.154
H -1.203 0.450 -4.544
H 0.700 -2.304 0.075
H -1.405 -3.907 -5.175
H 1.493 0.563 -6.540
H 1.003 3.792 -6.669
H -2.629 -1.490 -3.628
H -0.506 -2.833 -3.319
H -1.711 3.540 -4.712
H -0.796 -1.643 0.840
H 0.536 3.040 -3.082
H -1.289 2.076 -2.128
H 1.866 1.249 -1.965
H 0.799 -0.977 1.301
H 0.232 1.403 -7.451
H -1.054 -3.471 -6.874
H 1.293 -2.924 -6.734
H 2.617 -0.655 -3.790
H 2.631 1.735 -3.516
H 2.347 2.846 -5.931
H -2.247 2.088 -5.629
H -1.556 -0.158 -6.655
H 0.376 1.061 1.405
H -2.629 0.912 -3.638
H -2.423 -2.683 -6.008
H -1.355 3.400 -6.462
H -1.830 -1.165 -2.049
H 1.747 -3.105 -5.014
H 2.129 -1.590 -5.896
H -0.227 -0.923 -7.553
H 1.487 4.106 -4.963
*
```

Löwdin population analysis, charges in e, atoms 1 to 5: 0.95, 0.43, 0.91, 0.92, -0.30

Below is a structure of composition C16H33ClP2Sr at a distorted geometry, with properties calculated with ωB97M-V with the def2-TZVPD basis set.

Energy relative to the best compared isomer or geometry (same formula, charge and spin): 0.000 eV
Lowest unoccupied orbital energy (alpha / beta): -0.2 / -0.2 eV
HOMO energy (alpha / beta): -3.4 / -3.6 eV
E_tot: -49057.721 eV

ORCA input file:
```
! wB97M-V def2-TZVPD RIJCOSX def2/J DEFGRID3
* xyz 0 1
Sr 2.106 0.711 -4.738
Cl 2.933 0.816 -2.202
P -0.636 -2.053 -1.559
P -1.207 2.124 -1.269
C -1.693 -0.634 -1.987
C -0.738 1.099 -6.543
C -0.967 0.663 -2.381
C 2.775 -0.318 -7.406
C -2.881 2.746 -1.539
C -0.105 3.266 -2.171
C 0.726 -0.960 -6.031
C -0.384 -0.383 -6.866
C -0.358 -2.001 0.215
C 2.067 0.980 -7.907
C 0.434 1.964 -6.190
C 0.936 -2.133 -2.401
C -0.600 1.764 0.270
C 2.031 -1.114 -6.374
C 1.629 1.944 -6.829
C -1.572 -3.554 -1.880
H 1.250 0.725 -8.599
H -0.957 0.920 0.863
H 3.768 -0.053 -6.991
H -1.309 -1.814 0.737
H 2.374 2.735 -6.610
H -1.296 1.511 -7.405
H 0.789 -2.308 -3.476
H -0.485 3.449 -3.187
H -3.575 1.927 -1.771
H -0.029 4.219 -1.633
H 0.886 2.790 -2.203
H -1.283 0.963 -3.400
H -3.241 3.261 -0.639
H 0.045 -2.973 0.533
H -2.648 -3.335 -1.901
H 1.527 -1.216 -2.227
H -2.377 -0.475 -1.128
H -1.446 1.138 -5.701
H 0.192 2.800 -5.518
H -1.362 -4.274 -1.079
H -1.291 -0.973 -6.643
H 0.343 -1.427 -5.106
H 2.996 -0.950 -8.283
H -1.275 -3.990 -2.843
H 2.796 1.533 -8.529
H 2.667 -1.808 -5.801
H -2.892 3.461 -2.376
H 0.351 -1.201 0.459
H -2.306 -0.954 -2.843
H -0.204 -0.506 -7.949
H 0.138 0.552 -2.337
H 0.055 2.495 0.749
H 1.509 -2.975 -1.993
*
```

Löwdin population analysis, charges in e, atoms 1 to 5: 1.10, -0.32, 0.87, 0.70, -0.30

What did the second record say?
Below is a structure of composition C16H33BN2OP2V at a distorted geometry, with properties calculated with ωB97M-V with the def2-TZVPD basis set.

Lowest unoccupied orbital energy (alpha / beta): -1.1 / 0.0 eV
HOMO energy (alpha / beta): -7.7 / -8.1 eV
E_tot: -67094.557 eV

ORCA input file:
```
! wB97M-V def2-TZVPD RIJCOSX def2/J DEFGRID3
* xyz 0 2
V 0.001 0.053 -0.152
P 2.521 -0.133 -0.288
P -2.524 0.122 0.092
O 0.030 -1.671 0.984
N 0.011 0.161 2.017
N -0.041 1.061 -1.561
C 0.132 -3.929 1.122
C 0.015 0.043 3.117
C 0.000 3.288 -2.511
C -0.004 1.324 -3.991
C -0.019 1.835 -2.619
C -3.187 1.611 -0.733
C -3.146 0.241 1.805
C 3.238 -1.599 -1.111
C 0.029 4.108 -3.622
C 0.041 3.562 -4.917
C 3.414 -0.075 1.301
C -0.454 -2.578 3.169
C 0.024 2.165 -5.083
C 0.360 -2.649 1.941
C 3.213 1.269 -1.238
C -3.511 -1.240 -0.615
B 0.012 0.035 4.667
H 3.274 0.908 1.767
H -0.010 3.680 -1.491
H 4.492 -0.252 1.150
H -4.592 -1.048 -0.508
H 0.034 1.741 -6.089
H -1.408 -3.082 3.071
H -2.653 2.498 -0.372
H 4.309 1.279 -1.167
H 0.405 1.078 5.115
H -0.017 0.237 -4.089
H -3.020 1.531 -1.813
H 1.426 -2.536 2.150
H -1.126 -0.149 5.171
H 2.913 1.182 -2.289
H 3.018 -0.837 1.985
H -3.266 -2.182 -0.106
H 0.064 4.221 -5.792
H 0.752 -0.855 5.164
H 2.862 -1.669 -2.140
H -0.558 -3.771 0.293
H 0.042 5.190 -3.488
H 1.076 -4.311 0.736
H -4.262 1.717 -0.532
H -2.784 -0.613 2.395
H 4.340 -1.547 -1.136
H 2.939 -2.510 -0.577
H -3.273 -1.357 -1.679
H 0.103 -2.960 4.014
H 2.808 2.211 -0.847
H -4.247 0.247 1.821
H -0.733 -1.529 3.436
H -2.774 1.160 2.275
H -0.293 -4.676 1.795
*
```

Löwdin population analysis, charges in e, atoms 1 to 5: 0.67, 0.79, 0.79, -0.42, 0.04

What did the first record say?
Below is a cluster of 2 separate species, C16H33BN2O5 in total at a distorted geometry, with properties calculated with ωB97M-V with the def2-TZVPD basis set.

Lowest unoccupied orbital energy: 3.9 eV
HOMO energy: 1.4 eV
E_tot: -31017.419 eV

ORCA input file:
```
! wB97M-V def2-TZVPD RIJCOSX def2/J DEFGRID3
* xyz -2 1
O -3.408 -0.750 -2.224
O 2.921 0.595 3.650
O -2.561 -6.234 0.652
O -2.829 0.161 -4.210
O -1.015 -2.931 1.226
N 0.932 0.729 2.536
N 3.451 2.960 -1.004
C -2.666 -1.411 -1.137
C 1.823 0.077 -1.753
C -1.532 0.739 -2.256
C 0.999 -0.601 1.948
C 1.281 2.057 4.577
C -1.198 -4.286 1.379
C 0.230 2.392 -1.893
C -2.641 0.033 -3.006
C 2.900 2.506 -2.311
C 1.085 -0.669 -0.613
C 0.098 1.728 1.919
C -2.349 -4.902 0.504
C 1.885 -0.759 0.704
C 1.799 1.071 3.536
C -0.747 1.819 -2.979
C -2.832 -0.708 0.186
B 1.614 1.634 -1.961
H 3.279 2.267 -0.285
H -0.302 -4.910 1.130
H -2.503 -1.373 0.984
H 0.390 3.454 -2.095
H 2.579 3.388 -2.863
H -0.431 2.341 2.646
H 0.101 -0.265 -0.397
H 2.677 -0.009 0.686
H -2.217 0.190 0.279
H 1.649 1.757 5.549
H 1.636 3.053 4.327
H -0.133 1.335 -3.737
H -0.671 1.230 1.333
H 0.197 2.031 4.601
H 0.642 2.379 1.230
H 2.894 -0.079 -1.603
H 3.644 1.967 -2.895
H 1.306 -1.304 2.713
H -3.868 -0.420 0.368
H -0.817 -0.033 -2.007
H 0.910 -1.691 -0.942
H -3.248 -4.251 0.738
H -0.277 2.304 -0.934
H 2.984 3.812 -0.733
H -0.012 -0.902 1.675
H -1.953 1.172 -1.357
H 2.317 -1.751 0.779
H -1.367 2.592 -3.418
H -1.619 -1.540 -1.382
H -1.444 -4.608 2.423
H -2.089 -4.580 -0.551
H -3.053 -2.420 -1.023
H 1.558 -0.388 -2.708
*
```

Löwdin population analysis, charges in e, atoms 1 to 5: 0.00, 0.04, -0.45, 0.07, -0.38

Question: Which value of E_tot does entry 3 give?
Answer: -51466.730 eV

Question: Which of these has the lowest E_tot?
Answer: C16H33BN2OP2V